#A
The following is a quantum chemistry calculation of the molecule C30H32N4O5, from the Open Molecules 2025 dataset.

Element x y z (Å)
C (2.404, 3.271, 2.378)
O (3.026, 2.590, 1.310)
C (2.256, 2.249, 0.228)
C (1.014, 2.821, -0.001)
C (0.259, 2.481, -1.110)
C (0.747, 1.549, -2.000)
C (1.985, 0.971, -1.784)
C (2.775, 1.300, -0.683)
N (4.071, 0.787, -0.521)
C (4.441, 0.221, 0.757)
C (3.754, -1.153, 0.962)
N (3.276, -1.650, -0.308)
C (1.990, -1.984, -0.570)
O (1.601, -2.263, -1.690)
C (1.080, -2.026, 0.620)
C (1.244, -2.986, 1.612)
C (0.395, -3.002, 2.703)
C (-0.628, -2.075, 2.809)
C (-0.823, -1.148, 1.796)
N (-1.905, -0.216, 1.851)
C (-1.524, 1.109, 1.852)
O (-0.442, 1.458, 2.285)
N (-2.453, 2.018, 1.436)
C (-3.622, 1.612, 0.678)
C (-4.217, 0.433, 1.434)
C (-3.190, -0.696, 1.349)
C (-3.661, -1.922, 2.130)
O (-3.045, -1.131, 0.009)
C (-2.929, -0.158, -0.943)
C (-2.472, -0.586, -2.206)
O (-2.173, -1.904, -2.297)
C (-1.413, -2.346, -3.398)
C (-2.370, 0.344, -3.228)
C (-2.723, 1.669, -3.011)
C (-3.150, 2.085, -1.769)
C (-3.246, 1.173, -0.721)
C (0.034, -1.119, 0.703)
C (4.222, -1.524, -1.397)
C (4.636, -0.035, -1.567)
H (2.206, 4.318, 2.124)
H (3.118, 3.239, 3.201)
H (1.476, 2.775, 2.672)
H (0.630, 3.552, 0.691)
H (-0.703, 2.943, -1.274)
H (0.165, 1.259, -2.861)
H (2.315, 0.223, -2.485)
H (5.530, 0.108, 0.758)
H (4.165, 0.902, 1.557)
H (2.909, -1.048, 1.642)
H (4.463, -1.873, 1.393)
H (2.042, -3.711, 1.531)
H (0.535, -3.736, 3.484)
H (-1.268, -2.067, 3.677)
H (-2.089, 2.948, 1.303)
H (-4.314, 2.460, 0.641)
H (-4.397, 0.699, 2.475)
H (-5.148, 0.103, 0.973)
H (-3.693, -1.699, 3.192)
H (-4.655, -2.194, 1.787)
H (-2.992, -2.756, 1.944)
H (-0.456, -1.820, -3.453)
H (-1.223, -3.401, -3.214)
H (-1.960, -2.234, -4.341)
H (-2.015, 0.044, -4.201)
H (-2.647, 2.377, -3.822)
H (-3.414, 3.118, -1.595)
H (-0.099, -0.381, -0.075)
H (3.736, -1.913, -2.292)
H (5.097, -2.142, -1.170)
H (5.725, 0.052, -1.487)
H (4.347, 0.356, -2.541)

## Properties
- Lowest unoccupied orbital energy: 0.0259 hartree
- Highest occupied orbital energy: -7.36 eV
- SMILES: COc1ccccc1N1CCN(C(=O)c2cccc(N3C(=O)N[C@@H]4C[C@@]3(C)Oc3c(OC)cccc34)c2)CC1
- Frontier orbital gap: 8.1 eV

---

#B
The following is a quantum chemistry calculation of a cluster of 2 separate species, C30H32N4O5 in total, from the Open Molecules 2025 dataset.

Element x y z (Å)
C (2.233, 5.140, -0.568)
N (1.996, 3.725, -0.755)
C (2.984, 2.829, -1.045)
O (4.165, 3.102, -1.243)
C (2.334, 1.440, -1.102)
C (2.849, 0.450, -0.051)
C (4.327, 0.171, -0.181)
C (5.208, 0.515, 0.850)
C (6.586, 0.390, 0.656)
C (7.085, -0.149, -0.537)
C (6.192, -0.564, -1.535)
C (4.814, -0.413, -1.351)
N (0.912, 1.764, -0.932)
C (-0.025, 0.791, -0.905)
C (-1.371, 1.036, -0.680)
C (-2.370, 0.076, -0.607)
C (-3.760, 0.410, -0.545)
C (-4.736, -0.616, -0.652)
C (-6.091, -0.345, -0.584)
C (-6.550, 0.966, -0.390)
C (-8.010, 1.255, -0.256)
C (-5.609, 2.002, -0.315)
C (-4.249, 1.746, -0.418)
C (0.651, 3.187, -0.686)
C (0.055, 3.483, 0.698)
C (-0.229, 3.864, -1.750)
H (3.301, 5.339, -0.627)
H (1.703, 5.719, -1.332)
H (1.852, 5.453, 0.410)
H (2.521, 1.013, -2.109)
H (2.630, 0.858, 0.945)
H (2.278, -0.483, -0.167)
H (4.796, 0.921, 1.778)
H (7.271, 0.728, 1.437)
H (8.164, -0.260, -0.684)
H (6.563, -0.991, -2.467)
H (4.101, -0.719, -2.123)
H (0.340, -0.223, -1.101)
H (-1.669, 2.076, -0.556)
H (-2.103, -0.981, -0.672)
H (-4.386, -1.637, -0.774)
H (-6.804, -1.165, -0.683)
H (-8.167, 2.318, -0.050)
H (-8.570, 0.999, -1.164)
H (-8.452, 0.681, 0.568)
H (-5.966, 3.027, -0.184)
H (-3.553, 2.588, -0.398)
H (0.733, 3.135, 1.487)
H (-0.085, 4.568, 0.788)
H (-0.915, 3.003, 0.834)
H (0.252, 3.811, -2.736)
H (-1.217, 3.403, -1.814)
H (-0.356, 4.920, -1.473)
C (-2.400, -3.726, 1.755)
N (-3.218, -3.685, 0.666)
O (-4.430, -3.314, 0.804)
O (-2.773, -3.969, -0.487)
C (-1.113, -4.330, 1.737)
C (-0.557, -4.925, 0.565)
C (0.731, -5.430, 0.553)
C (1.529, -5.368, 1.714)
N (2.911, -5.683, 1.661)
O (3.584, -5.579, 2.714)
O (3.410, -6.031, 0.565)
C (0.988, -4.854, 2.912)
C (-0.314, -4.386, 2.931)
H (-2.836, -3.360, 2.683)
H (-1.166, -4.974, -0.331)
H (1.151, -5.863, -0.351)
H (1.620, -4.830, 3.795)
H (-0.769, -4.054, 3.867)

## Properties
- Lowest unoccupied orbital energy: -0.0936 hartree
- Highest occupied orbital energy: -6.34 eV
- Frontier orbital gap: 3.8 eV

---

Short version: #B is the least stable of them.

---

#A
The following is a quantum chemistry calculation of the molecule CH3NO4S, from the Open Molecules 2025 dataset.

Element x y z (Å)
C (-0.079, -0.615, 1.654)
N (-0.318, 0.398, -2.174)
O (0.855, 0.297, -2.392)
O (-1.188, 0.637, -2.936)
O (1.295, 1.363, 0.767)
O (-0.684, 0.305, -0.924)
S (0.980, 0.043, 0.351)
H (-0.076, -0.069, 2.538)
H (0.305, -1.543, 1.782)
H (-1.089, -0.816, 1.333)

## Properties
- Lowest unoccupied orbital energy: -0.0518 hartree
- Highest occupied orbital energy: -10.66 eV
- Frontier orbital gap: 9.3 eV

---

#B
The following is a quantum chemistry calculation of the molecule CH3NO4S, from the Open Molecules 2025 dataset.

Element x y z (Å)
C (-1.829, -0.114, 0.006)
N (2.169, 0.535, -0.253)
O (2.785, 1.542, -0.157)
O (2.602, -0.568, -0.399)
O (0.174, -1.189, 1.270)
O (0.837, 0.684, -0.388)
S (-0.149, -0.918, -0.062)
H (-2.078, -0.122, 1.017)
H (-2.508, -0.750, -0.617)
H (-2.004, 0.899, -0.417)

## Properties
- Lowest unoccupied orbital energy: -0.0115 hartree
- Highest occupied orbital energy: -10.82 eV
- Frontier orbital gap: 10.5 eV

---

Short version: #A is the least stable of them.

---

#A
The following is a quantum chemistry calculation of a structure of composition C4H4F2N2, from the Open Molecules 2025 dataset.

Element x y z (Å)
C (-1.826, -0.081, 0.755)
C (-1.808, 0.073, -0.623)
C (0.215, -0.186, 0.187)
C (2.222, -0.084, 0.238)
N (-0.555, -0.066, 1.226)
N (-0.453, -0.023, -0.992)
F (2.390, 0.559, 1.410)
F (2.607, 0.762, -0.716)
H (-2.566, -0.083, 1.547)
H (-2.585, 0.091, -1.367)
H (2.708, -1.144, 0.302)
H (-0.349, 0.182, -1.967)

## Properties
- Lowest unoccupied orbital energy: 0.0308 hartree
- Highest occupied orbital energy: -8.93 eV
- Frontier orbital gap: 9.8 eV

---

#B
The following is a quantum chemistry calculation of a cluster of 2 separate species, C4H4F2N2 in total, from the Open Molecules 2025 dataset.

Element x y z (Å)
C (0.177, 1.456, 0.598)
C (1.332, 1.290, -1.262)
C (-0.054, 0.249, 0.006)
C (-1.246, -1.697, 0.976)
N (0.980, 2.106, -0.254)
N (0.666, 0.100, -1.131)
F (-0.270, -2.549, 1.277)
F (-2.150, -2.307, 0.148)
H (-0.235, 1.833, 1.550)
H (2.034, 1.674, -2.023)
H (-1.792, -1.402, 1.881)
H (0.557, -0.753, -1.767)

## Properties
- Lowest unoccupied orbital energy (alpha / beta): -0.0169 / -0.0165 hartree
- Highest occupied orbital energy (alpha / beta): -8.88 / -8.89 eV
- Frontier orbital gap (alpha / beta): 8.4 / 8.4 eV

---

Short version: #B is the least stable of them.

---

#A
The following is a quantum chemistry calculation of the molecule C2HI2N3, from the Open Molecules 2025 dataset.

Element x y z (Å)
C (1.361, 0.033, -0.078)
C (-0.496, 1.302, 0.235)
N (0.717, 1.197, 0.008)
N (0.635, -1.092, -0.117)
N (-0.598, -1.015, -0.011)
I (-2.136, 2.330, -0.045)
I (-1.834, -2.584, -0.010)
H (2.351, -0.171, 0.018)

## Properties
- Lowest unoccupied orbital energy (alpha / beta): -0.0362 / -0.0361 hartree
- Highest occupied orbital energy (alpha / beta): -7.89 / -7.89 eV
- Frontier orbital gap (alpha / beta): 6.9 / 6.9 eV

---

#B
The following is a quantum chemistry calculation of a cluster of 2 separate species, C2HI2N3 in total, from the Open Molecules 2025 dataset.

Element x y z (Å)
C (-0.028, 1.928, -0.165)
C (-1.155, -0.131, 0.152)
N (0.688, 2.831, -0.031)
N (-0.934, 0.991, -0.265)
N (0.941, -1.528, 0.645)
I (-2.677, -1.418, -0.092)
I (2.665, -0.871, -0.066)
H (0.501, -1.802, -0.178)

## Properties
- Lowest unoccupied orbital energy (alpha / beta): -0.0576 / -0.0532 hartree
- Highest occupied orbital energy (alpha / beta): -9.36 / -8.57 eV
- Frontier orbital gap (alpha / beta): 7.8 / 7.1 eV

---

Short version: #B is the least stable of them.